# C21H20ClNO4S

An isolated molecule of C21H20ClNO4S at a distorted geometry (ωB97M-V with the def2-TZVPD basis set, OMol25).

```
! wB97M-V def2-TZVPD RIJCOSX def2/J DEFGRID3
* xyz 0 1
C 2.43619 -5.78479 1.57951
H 2.84488 -6.22538 2.48749
O 2.91663 -4.46261 1.54876
C 2.57462 -3.66933 0.49692
C 3.10366 -2.37753 0.51282
C 2.82131 -1.49503 -0.50761
C 2.01105 -1.87606 -1.57163
C 1.47845 -3.15636 -1.57785
C 1.75438 -4.05201 -0.55936
H 1.32653 -5.04103 -0.60204
H 0.83603 -3.45727 -2.39211
C 1.65209 -0.90264 -2.66416
N 0.40301 -0.23259 -2.35850
C -0.77541 -0.61181 -2.90841
O -0.87460 -1.43766 -3.79568
C -1.94576 0.08907 -2.35378
C -3.27196 -0.02792 -2.67580
C -3.96736 0.85623 -1.82586
C -3.02484 1.46466 -1.04046
O -1.79448 0.99665 -1.35311
C -3.15687 2.44123 0.04836
H -2.32124 3.13759 0.09612
H -4.09604 2.98481 -0.02468
S -3.24105 1.59650 1.73578
O -3.43591 2.68713 2.68289
C -1.41546 1.14266 1.83920
C -0.58624 2.36861 1.89424
C 0.10369 2.82675 0.77516
C 0.82089 4.00775 0.81747
C 0.83508 4.75058 1.98740
C 0.14639 4.31778 3.10970
C -0.55796 3.12988 3.05982
H -1.10178 2.79457 3.92859
H 0.16008 4.90778 4.01218
Cl 1.72362 6.23257 2.04448
H 1.35895 4.35485 -0.05063
H 0.08364 2.25253 -0.13990
H -1.20708 0.51350 0.97863
H -1.34192 0.55892 2.75538
H -5.02319 1.03001 -1.80013
H -3.67775 -0.66996 -3.42924
H 0.39241 0.37922 -1.55779
H 1.49480 -1.42631 -3.60962
H 2.43525 -0.14905 -2.78631
H 3.24316 -0.50017 -0.48189
H 3.73652 -2.09319 1.33849
H 2.78095 -6.35802 0.71298
H 1.34265 -5.81509 1.62419
*
```

Its frontier orbital gap is 9.05 eV. The value obtained for the total energy is -2026.309719 hartree. The value obtained for the LUMO energy is 0.5 eV. As for the energy relative to the best compared isomer or geometry (same formula, charge and spin): 187.3 kJ/mol.